Formula: C8H13N3
Source: the Open Molecules 2025 dataset
Level of theory: ωB97M-V with the def2-TZVPD basis set

Each line ends with the Mulliken charge.
Atoms and positions in Å:
C  -17.98  1.72  1.41  0.114
C  -17.60  0.80  0.72  -0.579
C  15.93  0.78  -0.69  -0.874
C  14.88  0.03  -0.31  0.520
C  11.26  -0.40  1.29  -0.475
C  11.63  -1.53  1.13  -0.370
C  -17.93  -1.02  -0.91  -1.193
C  -17.04  -0.25  0.01  0.952
N  -15.79  -0.55  0.19  -0.280
N  17.11  1.13  0.09  -0.386
N  14.12  -0.77  0.09  -0.091
H  -18.71  2.33  1.74  0.431
H  10.80  0.42  1.49  0.514
H  16.11  1.03  -1.74  0.317
H  12.30  -2.37  1.28  0.372
H  -17.39  -1.83  -1.33  0.370
H  -18.51  -0.45  -1.88  0.323
H  -18.84  -1.50  -0.42  0.327
H  -15.48  0.05  0.90  0.261
H  -15.34  -1.35  -0.25  0.274
H  17.93  0.96  -0.50  0.385
H  17.31  0.60  0.98  0.384
H  17.27  2.14  0.37  0.360
H  13.18  -0.70  0.53  0.344

Output
HOMO energy (hartree): -0.5102
Relative energy (zero: lowest compared OMol25 entry of this formula, charge and spin) (eV): 2.523
Kohn-Sham gap (hartree): 0.281
Electronic energy (eV): -12955.09510
LUMO energy (eV): -6.23
Charge: +2

=====

Formula: C9H23O4PSe3SnTe
Source: the Open Molecules 2025 dataset
Level of theory: ωB97M-V with the def2-TZVPD basis set

Each line ends with the Mulliken charge.
Atoms and positions in Å:
Sn  -0.11  -0.74  0.15  1.045
C  -0.62  -0.20  -3.65  -0.829
O  -0.08  0.56  -2.58  -0.157
C  -0.42  1.93  -2.62  -0.346
C  -1.87  2.23  -2.32  -0.643
O  -2.27  1.78  -1.04  -0.301
C  -2.34  2.77  -0.04  -0.683
C  -1.04  3.47  0.27  -0.620
O  -0.09  2.52  0.69  -0.098
C  1.12  3.11  1.12  -0.812
H  -0.16  -1.19  -3.59  0.278
H  -1.70  -0.32  -3.56  0.295
H  -0.37  0.25  -4.61  0.319
H  -0.18  2.34  -3.61  0.360
H  0.22  2.40  -1.88  0.078
H  -2.53  1.74  -3.05  0.449
H  -2.02  3.31  -2.43  0.369
H  -2.69  2.25  0.86  0.328
H  -3.09  3.53  -0.31  0.375
H  -1.23  4.21  1.06  0.446
H  -0.66  4.02  -0.61  0.380
H  0.95  3.74  2.01  0.315
H  1.56  3.73  0.33  0.318
H  1.81  2.31  1.37  0.177
Se  -0.35  -3.29  -0.64  -0.384
Se  0.56  -4.23  1.29  -0.307
Te  2.92  -3.41  1.16  -0.035
Se  2.41  -0.93  1.02  -0.429
C  -1.74  -0.03  4.66  -1.159
P  -0.82  -1.28  3.75  1.069
C  -1.44  -2.86  4.32  -1.053
C  0.87  -1.18  4.31  -0.963
O  -1.00  -1.09  2.26  -0.566
H  -1.67  -0.21  5.73  0.369
H  -2.78  -0.07  4.34  0.337
H  -1.33  0.95  4.43  0.312
H  -1.40  -2.93  5.40  0.381
H  -0.84  -3.65  3.86  0.202
H  -2.47  -2.97  3.98  0.314
H  0.92  -1.28  5.40  0.394
H  1.30  -0.23  4.00  0.304
H  1.45  -1.97  3.83  0.171

Output
HOMO energy (hartree): -0.2463
Relative energy (zero: lowest compared OMol25 entry of this formula, charge and spin) (eV): 0.000
Kohn-Sham gap (hartree): 0.258
Electronic energy (eV): -236350.65983
LUMO energy (eV): 0.33

=====

Formula: C6H14NO
Source: the Open Molecules 2025 dataset
Level of theory: ωB97M-V with the def2-TZVPD basis set

Each line ends with the Mulliken charge.
Atoms and positions in Å:
C  1.01  0.91  -0.68  -1.003
C  1.08  2.43  -0.72  -0.117
C  1.48  3.10  -1.85  -0.029
O  1.48  4.43  -1.87  -0.283
H  -0.04  0.58  -0.78  0.449
H  1.51  0.46  -1.54  0.419
H  1.49  0.54  0.23  0.335
H  0.52  2.90  0.08  0.380
H  1.98  2.57  -2.65  0.390
H  1.15  4.69  -2.76  0.431
C  -2.49  -1.73  1.21  -1.094
C  -1.15  -2.11  1.82  -0.412
C  0.62  -2.09  0.11  0.035
N  -0.05  -1.51  1.01  0.032
H  -2.63  -0.66  1.12  0.354
H  -2.62  -2.15  0.21  0.356
H  -3.29  -2.23  1.76  0.364
H  -1.07  -1.69  2.83  0.312
H  -0.98  -3.19  1.84  0.339
H  1.28  -1.54  -0.56  0.183
H  0.53  -3.17  0.00  0.289
H  0.18  -0.53  1.19  0.269

Output
HOMO energy (alpha / beta) (hartree): -0.7153 / -0.7156
Relative energy (zero: lowest compared OMol25 entry of this formula, charge and spin) (eV): 0.257
Kohn-Sham gap (alpha / beta) (hartree): 0.423 / 0.289
Electronic energy (eV): -9966.49196
LUMO energy (alpha / beta) (eV): -7.97 / -11.62
Multiplicity: 2
Charge: +2

=====

Formula: C16H16N2O2S
Source: the Open Molecules 2025 dataset
Level of theory: ωB97M-V with the def2-TZVPD basis set

Each line ends with the Mulliken charge.
Atoms and positions in Å:
O  1.58  -3.13  2.19  -0.813
S  0.90  -1.82  1.95  1.302
O  0.86  -0.90  3.07  -0.715
N  -0.65  -2.22  1.57  -0.092
H  -0.79  -3.31  1.49  0.336
C  -1.58  -1.34  2.08  -1.102
H  -2.09  -1.71  2.98  0.323
H  -1.22  -0.53  2.35  0.655
C  -2.65  -1.04  0.84  -0.885
C  -1.80  -0.27  -0.28  -0.247
C  -1.67  -0.84  -1.32  -0.503
N  -0.89  -0.05  -2.15  0.047
C  -0.50  1.15  -1.61  0.307
C  -0.03  2.45  -1.70  -1.214
C  0.02  3.30  -0.88  -0.740
C  -0.48  3.22  0.57  -0.916
C  -1.07  2.09  0.71  0.310
C  -1.17  1.03  -0.14  0.970
H  -1.85  1.96  1.65  0.052
H  -0.53  4.06  1.30  0.427
H  0.53  4.23  -1.03  0.356
H  0.51  2.55  -2.49  0.542
H  -0.51  -0.03  -3.02  0.152
H  -1.73  -1.72  -1.67  0.727
H  -3.33  -1.98  0.39  0.297
H  -3.41  -0.20  1.19  0.326
C  1.71  -1.13  0.49  0.638
C  1.79  0.21  0.66  -1.427
C  2.57  0.79  -0.39  -0.864
C  2.64  0.13  -1.66  -0.423
C  2.05  -1.28  -1.72  -0.388
C  1.63  -1.96  -0.67  -0.975
H  1.29  -2.85  -0.57  0.874
H  2.37  -1.87  -2.69  0.244
H  3.07  0.49  -2.56  0.489
H  2.63  1.88  -0.38  0.387
H  1.79  0.64  1.43  1.544

Output
HOMO energy (hartree): -0.2967
Relative energy (zero: lowest compared OMol25 entry of this formula, charge and spin) (eV): 13.257
Kohn-Sham gap (hartree): 0.306
Electronic energy (eV): -34750.45447
LUMO energy (eV): 0.26
SMILES string: O=S(=O)(NCCc1c[nH]c2ccccc12)c1ccccc1

=====

Formula: C5H10OS
Source: the Open Molecules 2025 dataset
Level of theory: ωB97M-V with the def2-TZVPD basis set

Each line ends with the Mulliken charge.
Atoms and positions in Å:
C  -2.02  0.49  -1.54  -0.833
C  1.77  0.40  1.28  -0.305
C  1.93  -0.22  -0.08  -0.594
C  1.05  1.01  0.16  -0.196
C  -1.20  -1.40  0.18  -0.884
O  -2.09  1.01  1.09  -0.702
S  -1.30  0.44  -0.03  0.827
H  -2.64  1.30  -1.88  0.356
H  -1.28  0.26  -2.27  0.349
H  1.10  -0.15  1.96  0.142
H  2.54  1.08  1.71  0.269
H  2.84  -0.18  -0.60  0.269
H  1.47  -1.17  -0.35  0.121
H  1.19  1.96  -0.46  0.288
H  -1.74  -1.45  1.10  0.331
H  -1.57  -1.89  -0.69  0.433
H  -0.05  -1.49  0.43  0.128

Output
HOMO energy (alpha / beta) (hartree): -0.2262 / -0.3455
Relative energy (zero: lowest compared OMol25 entry of this formula, charge and spin) (eV): 2.733
Kohn-Sham gap (alpha / beta) (hartree): 0.258 / 0.293
Electronic energy (eV): -18222.13718
LUMO energy (alpha / beta) (eV): 0.87 / -1.43
Multiplicity: 3